No. 1
This record from the OMol25 dataset describes a molecular structure, C27H62AlFNO9S in a non-equilibrium geometry. The level of theory is wB97M-V/def2-TZVPD.

Geometry (Å):
C -3.400 0.164 -0.942
C -3.413 -1.019 0.038
C -2.016 -1.626 0.269
C -1.797 -2.161 1.694
C -1.044 -1.150 2.577
C -1.933 -0.013 3.052
C -1.203 1.129 3.778
C -1.002 2.370 2.872
C -0.356 2.018 1.530
Al 0.456 3.567 0.550
C 0.698 2.994 -1.387
C 2.108 2.543 -1.826
C 2.528 1.271 -1.161
O 2.853 0.272 -1.798
O 2.502 1.254 0.197
N -0.747 5.034 0.637
C -0.490 5.960 1.754
C -0.808 5.794 -0.554
C 0.465 6.392 -1.143
O -1.872 6.027 -1.121
S 2.509 3.985 1.652
O 3.662 3.881 0.788
O 2.556 3.139 2.821
F 2.585 5.502 2.251
H -3.389 1.092 -0.375
H -2.542 0.135 -1.605
H -4.307 0.188 -1.541
H -4.045 -1.814 -0.355
H -3.858 -0.690 0.972
H -1.933 -2.443 -0.446
H -1.233 -0.915 0.011
H -2.746 -2.399 2.171
H -1.182 -3.054 1.600
H -0.202 -0.795 1.986
H -0.626 -1.700 3.421
H -2.484 0.387 2.203
H -2.684 -0.456 3.711
H -0.220 0.758 4.071
H -1.796 1.405 4.649
H -0.387 3.068 3.437
H -2.005 2.767 2.726
H 0.482 1.353 1.747
H -1.047 1.517 0.855
H 0.045 2.127 -1.521
H 0.329 3.741 -2.086
H 2.100 2.303 -2.887
H 2.842 3.337 -1.708
H 2.082 0.428 0.458
H -0.104 5.409 2.609
H 0.264 6.721 1.533
H -1.391 6.487 2.073
H 1.278 5.671 -1.169
H 0.805 7.264 -0.592
H 0.243 6.689 -2.162
C 4.861 0.143 -4.103
C 4.596 0.769 -5.463
C 5.877 0.921 -6.274
O 3.968 2.041 -5.307
H 5.537 0.775 -3.518
H 3.937 0.044 -3.526
H 5.318 -0.845 -4.210
H 3.888 0.151 -6.018
H 6.580 1.577 -5.754
H 5.667 1.372 -7.246
H 6.360 -0.045 -6.436
H 4.571 2.606 -4.814
C -2.649 -7.533 1.393
C -1.610 -6.421 1.399
C -0.270 -6.905 0.868
O -1.452 -5.914 2.723
H -2.328 -8.357 2.037
H -3.600 -7.168 1.780
H -2.808 -7.923 0.386
H -1.963 -5.587 0.791
H 0.121 -7.711 1.496
H 0.460 -6.096 0.884
H -0.357 -7.275 -0.155
H -1.137 -6.636 3.274
C 1.957 -1.727 -7.798
C 2.000 -2.939 -6.879
C 2.975 -3.989 -7.391
O 0.696 -3.506 -6.750
H 1.617 -2.014 -8.797
H 1.255 -0.985 -7.418
H 2.940 -1.263 -7.887
H 2.294 -2.626 -5.877
H 2.668 -4.346 -8.378
H 2.994 -4.850 -6.723
H 3.986 -3.586 -7.469
H 0.414 -3.789 -7.625
C -3.715 -0.943 7.481
C -3.296 0.517 7.561
C -3.687 1.136 8.895
O -3.876 1.253 6.488
H -4.802 -1.033 7.567
H -3.428 -1.369 6.519
H -3.256 -1.533 8.275
H -2.217 0.594 7.425
H -4.773 1.108 9.024
H -3.380 2.181 8.934
H -3.227 0.605 9.730
H -4.833 1.207 6.575

multiplicity = 1
net charge = -1
HOMO energy = -5.41 eV
HOMO-LUMO gap = 7.62 eV
DFT total energy = -69075.6730 eV
ΔE to the lowest compared entry with this formula, charge and spin = 9.47 kcal/mol
LUMO = 2.21 eV


No. 2
This record from the OMol25 dataset describes a molecular structure, C27H63Cl4N9O9Zr in a non-equilibrium geometry. The level of theory is wB97M-V/def2-TZVPD.

Geometry (Å):
Zr -17.062 -6.663 8.193
Cl -18.289 -7.882 6.266
Cl -17.142 -5.288 10.434
Cl -16.613 -8.833 9.567
Cl -16.000 -4.669 6.745
C -14.147 -9.772 6.889
C -14.555 -8.427 6.278
O -15.336 -7.756 6.858
N -13.999 -8.087 5.087
C -14.230 -6.866 4.318
H -13.549 -10.204 6.086
H -15.004 -10.430 7.033
H -13.628 -9.638 7.839
H -13.165 -8.559 4.766
H -13.439 -6.138 4.498
H -15.213 -6.394 4.291
H -14.033 -7.138 3.281
C -16.501 -5.570 14.922
C -16.417 -6.967 14.350
O -15.371 -7.624 14.465
N -17.570 -7.312 13.840
C -17.986 -8.659 13.375
H -15.596 -5.569 15.530
H -17.360 -5.351 15.556
H -16.489 -4.821 14.130
H -18.264 -6.603 13.650
H -18.342 -8.677 12.345
H -18.672 -9.173 14.048
H -17.098 -9.289 13.415
C -16.889 -2.447 3.885
C -17.595 -3.447 2.960
O -17.886 -3.020 1.818
N -17.819 -4.684 3.410
C -18.675 -5.655 2.682
H -16.554 -1.578 3.318
H -16.041 -2.990 4.304
H -17.559 -2.004 4.621
H -17.366 -4.959 4.270
H -19.144 -6.305 3.420
H -18.131 -6.259 1.955
H -19.483 -5.158 2.146
C -19.181 -11.742 10.751
C -18.439 -11.965 12.065
O -19.039 -12.370 13.042
N -17.173 -11.611 12.067
C -16.246 -12.165 13.068
H -18.699 -12.552 10.202
H -18.710 -10.887 10.267
H -20.224 -11.660 11.055
H -16.767 -11.243 11.218
H -15.302 -11.994 12.551
H -16.530 -13.173 13.370
H -16.345 -11.556 13.966
C -16.946 -1.125 11.612
C -15.507 -1.339 11.165
O -14.721 -0.426 11.018
N -15.000 -2.611 11.068
C -13.650 -2.944 10.648
H -17.199 -0.068 11.527
H -17.081 -1.438 12.648
H -17.704 -1.653 11.034
H -15.598 -3.424 11.027
H -13.358 -3.822 11.225
H -12.870 -2.211 10.853
H -13.666 -3.278 9.611
C -12.419 -5.902 7.892
C -13.391 -6.220 8.974
O -14.585 -6.421 8.853
N -12.820 -6.461 10.175
C -13.597 -6.754 11.397
H -11.929 -6.838 7.624
H -11.815 -5.117 8.348
H -13.028 -5.573 7.050
H -11.825 -6.366 10.316
H -14.109 -5.810 11.583
H -13.010 -7.036 12.271
H -14.199 -7.654 11.268
C -20.694 -6.899 11.003
C -20.167 -7.596 9.780
O -19.166 -7.182 9.172
N -20.817 -8.718 9.506
C -20.498 -9.625 8.445
H -20.077 -6.064 11.335
H -20.663 -7.507 11.907
H -21.692 -6.460 10.963
H -21.486 -8.915 10.236
H -19.456 -9.943 8.421
H -20.740 -9.167 7.485
H -21.132 -10.499 8.597
C -21.069 -5.300 7.195
C -19.846 -4.568 7.679
O -18.822 -5.216 7.806
N -19.828 -3.210 7.645
C -18.755 -2.296 7.947
H -20.883 -6.374 7.179
H -21.163 -5.164 6.118
H -21.992 -5.142 7.752
H -20.782 -2.892 7.542
H -17.728 -2.592 8.164
H -19.137 -1.435 8.495
H -18.648 -1.795 6.986
C -13.229 -10.355 10.883
C -13.531 -11.594 10.127
O -12.730 -12.523 10.065
N -14.788 -11.653 9.588
C -15.418 -12.865 9.081
H -12.927 -9.737 10.038
H -12.364 -10.335 11.546
H -14.037 -9.829 11.391
H -15.251 -10.809 9.892
H -15.794 -13.472 9.904
H -14.798 -13.738 8.878
H -16.172 -12.711 8.309

multiplicity = 1
HOMO energy = -9.04 eV
HOMO-LUMO gap = 8.59 eV
DFT total energy = -112238.8677 eV
LUMO = -0.45 eV


No. 3
This record from the OMol25 dataset describes 9 unconnected molecules or ions with the total composition C27H63N9O9 in a non-equilibrium geometry. The level of theory is wB97M-V/def2-TZVPD.

Geometry (Å):
C -0.862 -0.958 2.114
N 0.160 -0.588 1.151
C 1.292 0.144 1.686
C 0.046 -1.134 -0.127
O 0.971 -0.975 -0.976
H -1.458 0.065 2.501
H -0.352 -1.271 3.040
H -1.581 -1.523 1.765
H 1.309 1.061 1.123
H 2.149 -0.477 1.560
H 1.252 0.200 2.793
H -0.997 -1.721 -0.555
C -4.936 -3.020 1.629
N -5.116 -1.540 1.873
C -5.114 -1.090 3.216
C -5.345 -0.748 0.807
O -5.376 0.475 0.975
H -4.049 -3.486 1.930
H -4.781 -3.363 0.600
H -5.838 -3.583 2.130
H -4.961 -1.724 3.960
H -5.937 -0.449 3.380
H -4.245 -0.570 3.179
H -5.429 -1.308 -0.159
C 1.766 6.930 -0.683
N 1.802 6.114 0.457
C 2.083 6.724 1.677
C 1.539 4.787 0.310
O 1.580 4.017 1.283
H 1.886 6.385 -1.523
H 2.693 7.761 -0.572
H 0.697 7.496 -0.718
H 1.507 6.255 2.523
H 1.796 7.900 1.702
H 3.176 6.826 2.005
H 1.369 4.279 -0.651
C -1.522 -2.168 -3.980
N -1.449 -3.178 -2.978
C -2.786 -3.945 -2.658
C -0.374 -3.714 -2.518
O -0.274 -4.537 -1.619
H -0.735 -1.781 -4.548
H -1.975 -1.057 -3.507
H -2.272 -2.547 -4.679
H -2.880 -4.220 -1.615
H -2.799 -4.930 -3.306
H -3.611 -3.346 -2.623
H 0.503 -3.129 -2.872
C 3.400 1.857 -1.449
N 4.503 1.048 -1.494
C 4.710 0.299 -0.275
C 5.241 0.841 -2.609
O 6.300 0.141 -2.537
H 3.074 2.081 -0.453
H 2.612 1.172 -1.765
H 3.454 2.864 -1.916
H 4.658 0.655 0.611
H 5.754 -0.041 -0.200
H 4.174 -0.739 -0.170
H 4.932 1.538 -3.521
C 0.857 -4.861 1.143
N 2.293 -4.810 1.494
C 3.070 -3.782 1.006
C 2.864 -5.935 2.219
O 4.061 -5.978 2.476
H 0.741 -3.905 0.394
H 0.179 -4.869 2.063
H 0.702 -5.777 0.497
H 4.158 -3.439 1.405
H 2.590 -2.802 1.161
H 3.230 -3.911 -0.010
H 1.976 -6.588 2.403
C 2.872 -0.668 -5.105
N 3.010 -2.033 -4.580
C 3.256 -3.058 -5.587
C 3.214 -2.255 -3.189
O 3.393 -3.279 -2.628
H 3.895 -0.342 -5.345
H 2.545 0.082 -4.362
H 2.346 -0.711 -6.076
H 3.409 -4.115 -5.157
H 4.033 -2.766 -6.243
H 2.374 -3.319 -6.135
H 3.265 -1.344 -2.666
C -1.579 2.725 -0.319
N -2.411 3.452 -1.373
C -3.522 4.099 -0.903
C -2.073 3.173 -2.714
O -2.561 3.851 -3.593
H -2.087 1.866 0.272
H -1.165 3.401 0.257
H -0.614 2.375 -0.685
H -3.804 5.067 -1.353
H -3.311 4.452 0.087
H -4.219 3.361 -0.907
H -1.360 2.499 -2.819
C -3.284 0.839 5.961
N -2.338 1.559 5.175
C -2.940 2.571 4.312
C -1.042 1.281 5.198
O -0.219 1.800 4.484
H -3.643 -0.003 5.576
H -4.188 1.452 6.187
H -2.935 0.436 6.943
H -3.500 2.262 3.372
H -2.208 3.325 4.014
H -3.760 3.207 4.960
H -0.931 0.366 5.926

multiplicity = 1
HOMO energy = -8.28 eV
SMILES = CN(C)C=O.CN(C)C=O.CN(C)C=O.CN(C)C=O.CN(C)C=O.CN(C)C=O.CN(C)C=O.CN(C)C=O.CN(C)C=O
HOMO-LUMO gap = 8.38 eV
DFT total energy = -60847.5721 eV
ΔE to the lowest compared entry with this formula, charge and spin = 394.85 kcal/mol
LUMO = 0.10 eV


No. 4
This record from the OMol25 dataset describes 9 unconnected molecules or ions with the total composition C27H63N9O9 in a non-equilibrium geometry. The level of theory is wB97M-V/def2-TZVPD.

Geometry (Å):
C 4.987 0.800 6.203
N 3.966 0.358 5.188
C 3.459 -1.023 5.253
C 3.745 1.196 4.107
O 3.011 0.789 3.219
H 6.082 0.810 5.742
H 4.811 0.256 6.910
H 4.696 1.832 6.771
H 3.217 -1.326 6.347
H 4.175 -1.650 4.736
H 2.562 -1.074 4.681
H 4.225 1.990 3.935
C 7.062 -0.773 -0.899
N 5.709 -0.481 -1.426
C 5.221 0.798 -1.154
C 4.842 -1.318 -2.042
O 3.796 -0.881 -2.593
H 7.494 0.090 -1.071
H 7.475 -1.620 -1.313
H 7.023 -1.016 0.179
H 5.212 1.550 -1.857
H 5.671 1.317 -0.297
H 4.073 0.849 -0.966
H 5.153 -2.320 -2.107
C 0.525 3.816 2.433
N 1.101 5.154 2.092
C 0.090 6.099 1.511
C 2.301 5.411 2.362
O 2.742 6.634 2.143
H -0.168 3.429 1.821
H -0.152 3.725 3.387
H 1.484 3.028 2.327
H -0.693 5.549 1.328
H 0.259 6.727 0.529
H -0.352 6.910 2.107
H 3.095 4.710 2.988
C 0.520 -0.393 1.080
N 0.114 0.062 -0.203
C -1.292 0.072 -0.576
C 1.049 0.436 -1.108
O 0.792 0.726 -2.297
H 1.271 -1.105 0.888
H -0.281 -0.893 1.767
H 0.678 0.392 1.922
H -1.987 0.038 0.201
H -1.722 -0.824 -1.105
H -1.515 1.043 -1.006
H 1.999 0.549 -0.856
C -4.315 -2.093 0.144
N -4.440 -2.629 1.455
C -5.133 -3.889 1.553
C -4.076 -1.951 2.519
O -3.813 -2.478 3.601
H -4.114 -2.779 -0.640
H -3.847 -1.350 0.304
H -5.176 -1.542 -0.019
H -4.371 -4.649 1.615
H -5.623 -4.125 0.480
H -5.937 -4.173 2.249
H -3.862 -0.904 2.571
C -1.334 0.580 -5.414
N -1.258 1.992 -5.220
C -1.497 2.439 -3.747
C -1.012 2.849 -6.266
O -0.957 4.070 -6.125
H -0.926 0.044 -4.718
H -0.662 0.186 -6.273
H -2.442 0.191 -5.640
H -0.558 2.340 -3.118
H -2.304 2.029 -3.186
H -1.692 3.389 -3.971
H -0.759 2.365 -7.393
C -1.161 -3.741 0.165
N -0.081 -3.886 1.089
C -0.414 -3.826 2.582
C 1.216 -3.966 0.587
O 2.185 -3.803 1.427
H -1.115 -2.692 -0.160
H -2.108 -4.176 0.506
H -0.876 -4.357 -0.637
H -1.416 -3.724 2.904
H 0.099 -2.841 3.079
H -0.149 -4.709 3.183
H 1.263 -3.907 -0.408
C 0.815 -3.479 -5.300
N -0.213 -3.376 -4.311
C -0.192 -2.305 -3.361
C -1.127 -4.424 -4.040
O -2.023 -4.338 -3.136
H 1.682 -2.817 -4.964
H 0.229 -2.900 -6.266
H 0.998 -4.454 -5.673
H 0.007 -2.581 -2.300
H -0.983 -1.606 -3.425
H 0.605 -1.441 -3.392
H -1.045 -5.363 -4.515
C -5.870 2.972 0.501
N -4.449 2.901 1.006
C -3.345 3.600 0.408
C -4.296 1.845 1.953
O -3.116 1.656 2.498
H -6.592 2.200 0.920
H -5.690 2.432 -0.501
H -6.399 3.918 0.344
H -2.950 3.295 -0.557
H -2.369 3.545 0.893
H -3.369 4.683 0.515
H -5.199 1.252 2.301

multiplicity = 1
HOMO energy = -8.95 eV
SMILES = CN(C)C=O.CN(C)C=O.CN(C)C=O.CN(C)C=O.CN(C)C=O.CN(C)C=O.CN(C)C=O.CN(C)C=O.CN(C)C=O
HOMO-LUMO gap = 9.14 eV
DFT total energy = -60843.2402 eV
ΔE to the lowest compared entry with this formula, charge and spin = 494.75 kcal/mol
LUMO = 0.19 eV